{
  "formula": "C3H6N3S",
  "method": "the ωB97M-V functional and the def2-TZVPD basis",
  "elements": ["C", "C", "C", "N", "N", "N", "S", "H", "H", "H", "H", "H", "H"],
  "xyz": [[-1.599808, 1.169868, -1.212492], [-0.312645, 0.933262, -1.239504], [0.574941, -1.047443, 0.651745], [-1.962096, 1.161055, 0.164110], [-1.071463, 0.899978, 0.954589], [0.199784, 0.679845, 0.055991], [1.628077, 1.739135, 0.548918], [-2.225314, 1.415032, -2.109902], [0.298743, 0.943602, -2.136518], [-0.451480, -1.261127, 0.943595], [0.763974, -1.431603, -0.385609], [1.320490, -1.106938, 1.455750], [1.666833, 1.603326, 1.822529]],
  "forces_ev_per_angstrom": [[-2.69, 0.82, 1.10], [3.43, -1.26, -0.54], [-0.95, 1.17, -2.47], [-0.89, 0.48, -1.58], [-0.53, 0.07, -0.11], [-0.57, -2.12, 0.70], [1.33, 1.53, -2.20], [0.29, -0.25, 1.59], [0.20, -0.17, 0.43], [0.31, -0.08, 0.24], [0.41, 0.04, 1.41], [-0.10, 0.43, -0.61], [-0.24, -0.67, 2.05]],
  "total_charge": 1,
  "mol_weight_g_mol": 116.2,
  "relative_energy_kcal_mol": 95.2,
  "fmax_ev_per_a": 3.7,
  "homo_lumo_gap_ev": [6.046, 5.942],
  "spin_multiplicity": 3,
  "homo_energy_ev": [-11.4, -14.8]
}



{
  "formula": "C3H6N4",
  "method": "the ωB97M-V functional and the def2-TZVPD basis",
  "elements": ["C", "C", "C", "N", "N", "N", "N", "H", "H", "H", "H", "H", "H"],
  "xyz": [[1.400008, 0.326219, -0.097026], [2.800192, -0.072833, 0.266885], [-2.720831, 0.205216, 0.250723], [0.548297, 0.754023, -0.824865], [-0.689895, -0.464276, 1.056841], [-0.713288, 0.866998, -0.833025], [-1.317701, 0.174586, 0.245221], [3.389653, -0.444373, -0.645055], [3.151767, 0.908495, 0.631904], [2.754687, -0.686348, 1.145700], [-3.289777, -0.533777, -0.331699], [-3.016567, 0.077131, 1.312280], [-3.072231, 1.166673, -0.118899]],
  "forces_ev_per_angstrom": [[-0.41, -1.27, 0.15], [-0.72, 1.79, -1.33], [-3.22, 0.89, 0.79], [0.29, -0.40, 1.35], [0.78, 0.45, -0.21], [-1.45, 1.56, -2.35], [3.53, -2.19, 0.98], [-0.89, 0.33, 1.62], [0.78, -0.53, -0.26], [0.11, -0.76, 0.02], [1.01, -0.18, -0.06], [0.07, 0.16, -0.77], [0.12, 0.14, 0.08]],
  "mol_weight_g_mol": 98.1,
  "relative_energy_kcal_mol": 135.9,
  "fmax_ev_per_a": 4.3,
  "homo_lumo_gap_ev": 8.743,
  "spin_multiplicity": 1,
  "homo_energy_ev": -8.2
}



{
  "formula": "C3H6N4",
  "method": "the ωB97M-V functional and the def2-TZVPD basis",
  "elements": ["C", "N", "C", "N", "C", "N", "N", "H", "H", "H", "H", "H", "H"],
  "xyz": [[-1.478614, 0.298986, -0.482476], [0.592012, 0.175155, 0.115089], [-0.715422, -0.207146, 0.700878], [1.737828, -0.603947, 0.272843], [-0.090462, 0.670392, -1.097156], [0.603604, 1.537732, -0.285072], [-1.010954, -0.793835, 1.750668], [2.476349, -0.027832, 0.670625], [2.060769, -0.958798, -0.622942], [-0.234081, -1.098358, 2.329808], [-2.052748, -0.483675, -0.975157], [-2.099727, 1.169883, -0.293149], [0.211448, 0.321443, -2.083960]],
  "forces_ev_per_angstrom": [[-0.12, 0.37, -0.45], [0.21, -1.24, 0.02], [0.14, 0.04, 0.49], [0.45, -0.34, 0.15], [-0.53, -0.63, -0.35], [0.28, 1.82, 0.22], [-0.35, -0.21, 0.14], [-0.27, 0.09, -0.14], [-0.19, 0.12, 0.08], [0.25, 0.09, -0.18], [0.00, -0.09, 0.02], [0.00, 0.03, -0.01], [0.14, -0.05, 0.01]],
  "mol_weight_g_mol": 98.1,
  "relative_energy_kcal_mol": 121.7,
  "fmax_ev_per_a": 1.9,
  "homo_lumo_gap_ev": 8.793,
  "spin_multiplicity": 1,
  "homo_energy_ev": -7.9
}



{
  "formula": "C3H6N4",
  "method": "the ωB97M-V functional and the def2-TZVPD basis",
  "elements": ["N", "C", "C", "N", "C", "N", "N", "H", "H", "H", "H", "H", "H"],
  "xyz": [[-1.477108, -1.431836, 0.065853], [-0.180086, -0.783873, 0.020184], [1.134043, -1.050972, 0.171712], [1.960213, 0.034974, -0.017688], [1.075639, 1.019563, -0.059124], [-0.223150, 0.614753, -0.240210], [-1.442107, 1.335125, 0.059050], [-2.328948, -0.700176, 0.040207], [-1.460704, -2.063979, -0.856668], [1.512369, -2.078972, 0.055335], [1.192046, 2.136841, 0.210327], [-1.501916, 1.442521, 1.133136], [-1.315349, 2.284353, -0.447998]],
  "forces_ev_per_angstrom": [[-0.04, -0.54, -2.78], [-3.06, 2.16, -0.34], [0.47, -3.04, -1.57], [-1.80, 1.60, 1.06], [0.51, 2.68, 0.13], [-0.03, -1.18, 1.92], [1.51, 1.63, 0.34], [2.98, -2.07, -0.32], [-0.80, 1.77, 2.76], [0.06, 0.65, 0.62], [0.44, -1.95, -1.03], [0.27, 0.26, -2.30], [-0.52, -1.99, 1.52]],
  "mol_weight_g_mol": 98.1,
  "smiles": "Nc1cncn1N",
  "relative_energy_kcal_mol": 61.7,
  "fmax_ev_per_a": 3.8,
  "homo_lumo_gap_ev": 8.810,
  "spin_multiplicity": 1,
  "homo_energy_ev": -8.2
}



{
  "formula": "C3H6N4O",
  "method": "the ωB97M-V functional and the def2-TZVPD basis",
  "elements": ["C", "N", "N", "C", "C", "O", "N", "N", "H", "H", "H", "H", "H", "H"],
  "xyz": [[0.560608, -0.237121, -1.715488], [-0.099732, 0.097783, -0.547412], [0.174565, 1.465675, -0.433794], [0.111611, 1.704828, 0.782720], [0.095212, 0.499601, 1.595349], [-0.005492, 0.499224, 2.755918], [-0.045789, -0.602909, 0.715368], [-0.818339, -1.614840, 0.853245], [0.142877, -1.246449, -2.067291], [1.584207, -0.412769, -1.489483], [0.454542, 0.615267, -2.367126], [0.263415, 2.737951, 1.216894], [-0.560356, -2.305855, -0.103774], [-1.857331, -1.200386, 0.804875]],
  "forces_ev_per_angstrom": [[0.17, -4.20, -1.29], [-1.89, 2.81, -0.24], [-1.47, -1.51, -0.82], [1.78, 2.53, 2.72], [-1.42, -0.23, -1.66], [-0.02, -0.76, 4.20], [5.05, 6.03, -2.13], [-4.32, -4.53, -2.72], [0.54, 1.51, -0.29], [1.43, -0.11, -0.23], [-0.19, -0.41, -0.57], [-0.32, -1.46, -0.54], [-1.59, 2.27, 3.86], [2.26, -1.93, -0.30]],
  "mol_weight_g_mol": 114.1,
  "smiles": "Cn1ncc(=O)n1N",
  "relative_energy_kcal_mol": 123.0,
  "fmax_ev_per_a": 8.2,
  "homo_lumo_gap_ev": 9.068,
  "spin_multiplicity": 1,
  "homo_energy_ev": -8.8
}



{
  "formula": "C3H6N4O",
  "method": "the ωB97M-V functional and the def2-TZVPD basis",
  "elements": ["C", "C", "C", "N", "N", "N", "N", "O", "H", "H", "H", "H", "H", "H"],
  "xyz": [[-0.375069, 1.203388, -0.152701], [0.503694, 0.110334, -0.078761], [-2.495759, 0.152502, 0.233218], [-1.711967, 1.134653, -0.170898], [-0.034150, -1.049842, -0.041317], [1.835402, 0.418546, 0.028548], [0.918235, -2.032310, -0.129757], [-3.083073, -0.849524, -0.025556], [0.020082, 2.072122, 0.283613], [-2.071208, 2.014915, -0.098598], [2.025351, 1.416706, 0.183658], [2.392283, 0.156583, -0.772494], [0.460392, -2.882876, 0.236142], [1.615791, -1.865202, 0.504909]],
  "forces_ev_per_angstrom": [[1.48, 0.14, -0.14], [-2.28, 0.79, 0.04], [-2.38, -2.97, 1.27], [1.14, -1.68, -1.16], [0.15, 0.33, -0.70], [2.04, 0.70, 0.17], [-2.30, -3.11, -0.82], [1.12, 1.81, -0.26], [0.20, 1.50, 0.19], [-1.83, 2.55, 0.31], [-0.42, -0.71, -0.07], [0.04, -0.49, -0.05], [0.36, 0.37, -0.67], [2.67, 0.76, 1.87]],
  "mol_weight_g_mol": 114.1,
  "relative_energy_kcal_mol": 116.3,
  "fmax_ev_per_a": 4.0,
  "homo_lumo_gap_ev": [6.933, 7.312],
  "spin_multiplicity": 1,
  "homo_energy_ev": [-6.8, -6.9]
}



{
  "formula": "C3H6N4O",
  "method": "the ωB97M-V functional and the def2-TZVPD basis",
  "elements": ["C", "N", "N", "C", "N", "C", "O", "N", "H", "H", "H", "H", "H", "H"],
  "xyz": [[-1.611835, 1.276493, -1.946329], [-1.406793, 0.112703, -0.908344], [-0.234495, -0.211470, -0.680872], [-0.262624, -1.308358, 0.074991], [0.461114, -1.367055, 1.177332], [1.039741, -0.092086, 1.141329], [2.223935, 0.263024, 1.498551], [0.288055, 0.689331, 0.318641], [-0.979439, 2.026223, -1.572955], [-2.710663, 1.526001, -1.927635], [-1.065873, 1.024526, -2.956920], [-2.102562, 0.195606, -0.005157], [-0.795918, -2.120839, -0.424291], [1.116092, 1.423427, -0.068708]],
  "forces_ev_per_angstrom": [[0.55, -2.89, 0.33], [-11.32, 3.07, -3.30], [5.25, 1.30, 2.65], [2.03, -5.00, 1.88], [-1.44, 0.11, -1.82], [5.77, 0.51, 1.24], [-4.67, -1.53, -0.34], [4.85, 5.13, -1.46], [0.27, 1.76, 0.61], [1.45, -0.21, -0.50], [-1.81, -0.06, 1.73], [2.34, 0.13, -2.84], [-0.05, -0.05, 0.84], [-3.19, -2.28, 0.99]],
  "mol_weight_g_mol": 114.1,
  "smiles": "CNn1cnc(=O)[nH]1",
  "relative_energy_kcal_mol": 119.9,
  "fmax_ev_per_a": 12.2,
  "homo_lumo_gap_ev": 9.813,
  "spin_multiplicity": 1,
  "homo_energy_ev": -9.6
}



{
  "formula": "C3H6N4O",
  "method": "the ωB97M-V functional and the def2-TZVPD basis",
  "elements": ["N", "N", "C", "C", "C", "O", "N", "N", "H", "H", "H", "H", "H", "H"],
  "xyz": [[1.228044, -0.127846, -1.663411], [0.113416, 0.382542, -0.866212], [0.100277, 1.615173, -0.292770], [-0.481914, 1.585054, 0.895512], [-0.770521, 0.236442, 1.271355], [-1.297070, -0.316280, 2.239004], [-0.161476, -0.477355, 0.210908], [-0.424089, -1.831140, -0.079993], [2.169004, -0.398240, -1.197318], [0.785400, -1.073743, -1.826421], [0.596806, 2.375967, -0.900218], [-0.720236, 2.399193, 1.560220], [-1.330100, -2.002790, 0.260029], [0.192459, -2.366978, 0.389314]],
  "forces_ev_per_angstrom": [[-0.60, -1.53, -0.03], [1.90, -1.94, 0.25], [1.14, 0.81, -1.87], [-0.74, 1.45, 1.78], [0.50, -1.90, 0.14], [0.31, 0.75, -1.13], [-0.61, -0.98, 0.75], [-1.39, 3.45, -2.28], [-2.15, 1.15, 0.22], [1.00, 1.16, -0.54], [-0.48, 0.07, 0.54], [0.07, 0.18, -0.22], [-1.48, -0.56, 0.39], [2.53, -2.11, 2.00]],
  "mol_weight_g_mol": 114.1,
  "smiles": "Nn1ccc(=O)n1N",
  "relative_energy_kcal_mol": 85.4,
  "fmax_ev_per_a": 4.4,
  "homo_lumo_gap_ev": 9.460,
  "spin_multiplicity": 1,
  "homo_energy_ev": -8.9
}